#P
# C5H11O2S

2 unconnected molecules or ions with the total composition C5H11O2S (ωB97M-V/def2-TZVPD, the OMol25 dataset).

E_HOMO, eV: -3.94
Orbital gap, hartree: 0.2588
LUMO energy, eV: 3.11

```
! RIJCOSX wB97M-V def2-TZVPD def2/J DEFGRID3
* xyz -1 1
C 1.350 2.557 -0.806
S 0.667 1.584 -2.169
C 1.289 -0.034 -1.784
H 1.212 2.002 0.122
H 0.879 3.531 -0.711
H 2.428 2.671 -0.951
H 0.491 -0.766 -1.964
H 1.470 -0.243 -0.728
H 2.159 -0.339 -2.355
C -0.704 -0.856 0.864
C -1.362 -0.658 2.212
C -1.424 -1.924 -0.042
O -2.666 -1.873 -0.015
O -0.656 -2.689 -0.668
H -0.762 -0.009 0.184
H 0.311 -1.167 0.986
H -2.322 -1.154 2.328
H -1.610 0.380 2.453
H -0.749 -1.013 3.044
*
```

***

#Q
# C5H11O2S

2 unconnected molecules or ions with the total composition C5H11O2S (ωB97M-V/def2-TZVPD, the OMol25 dataset).

E_HOMO, eV: -4.03
Orbital gap, hartree: 0.2574
LUMO energy, eV: 2.98

```
! RIJCOSX wB97M-V def2-TZVPD def2/J DEFGRID3
* xyz -1 1
C 1.586 -2.139 1.298
S 2.292 -2.254 -0.551
C 0.917 -1.387 -1.302
H 1.467 -1.092 1.535
H 2.355 -2.592 1.959
H 0.661 -2.729 1.194
H 0.897 -0.309 -1.219
H -0.093 -1.584 -0.833
H 0.823 -1.725 -2.346
C -0.843 1.523 0.924
C -1.782 1.548 2.081
C -1.428 1.854 -0.459
O -0.794 1.556 -1.491
O -2.640 2.218 -0.405
H 0.121 2.003 1.101
H -0.414 0.524 0.873
H -1.118 1.810 2.969
H -2.514 0.722 2.266
H -2.584 2.303 2.006
*
```

***

Decreasing stability: #P, #Q

***

#P
# C3H8O4

2 unconnected molecules or ions with the total composition C3H8O4 (ωB97M-V/def2-TZVPD, the OMol25 dataset).

E_HOMO, eV: -10.36
Orbital gap, hartree: 0.4062
SMILES: C1OCOCO1.O
LUMO energy, eV: 0.70

```
! RIJCOSX wB97M-V def2-TZVPD def2/J DEFGRID3
* xyz 0 1
C -1.045 -0.646 -0.130
O 0.313 -0.532 -0.427
C 0.680 0.761 -0.445
O -0.019 1.497 -1.395
C -1.366 1.381 -1.205
O -1.733 0.050 -1.108
H -1.271 -0.268 0.886
H -1.413 -1.688 -0.192
H 1.720 0.783 -0.822
H 0.656 1.323 0.509
H -1.902 1.790 -2.083
H -1.794 1.853 -0.300
O 2.618 -1.788 2.133
H 1.678 -1.781 2.425
H 2.877 -2.737 2.154
*
```

***

#Q
# C3H8O4

2 unconnected molecules or ions with the total composition C3H8O4 (ωB97M-V/def2-TZVPD, the OMol25 dataset).

E_HOMO, eV: -10.01
Orbital gap, hartree: 0.3885
SMILES: COC(=O)O.CO
LUMO energy, eV: 0.56

```
! RIJCOSX wB97M-V def2-TZVPD def2/J DEFGRID3
* xyz 0 1
C -1.473 -1.371 0.009
O -2.177 -0.143 -0.186
C -1.624 0.964 0.317
O -0.590 1.017 0.914
O -2.385 2.025 0.071
H -1.364 -1.574 1.075
H -2.083 -2.135 -0.465
H -0.484 -1.325 -0.449
H -3.178 1.774 -0.426
C 2.907 0.153 -0.244
O 1.624 -0.415 -0.173
H 3.371 0.225 0.746
H 3.511 -0.503 -0.870
H 2.882 1.151 -0.696
H 1.063 0.155 0.377
*
```

***

Decreasing stability: #Q, #P

***

#P
# C7H15N

2 unconnected molecules or ions with the total composition C7H15N (ωB97M-V/def2-TZVPD, the OMol25 dataset).

E_HOMO, eV: -9.22
Orbital gap, hartree: 0.3764
SMILES: C=C(C)C.C=NCC
LUMO energy, eV: 1.02

```
! RIJCOSX wB97M-V def2-TZVPD def2/J DEFGRID3
* xyz 0 1
C -2.087 -0.830 0.555
C -1.532 -1.025 -0.642
C -1.480 0.110 -1.630
C -0.963 -2.352 -1.036
H -2.161 -1.645 1.268
H -2.503 0.112 0.880
H -0.587 0.736 -1.541
H -2.321 0.790 -1.512
H -1.493 -0.306 -2.641
H -0.828 -2.996 -0.170
H 0.017 -2.206 -1.499
H -1.585 -2.872 -1.765
C -0.101 1.227 1.942
N 0.653 1.648 1.022
C 1.740 0.733 0.653
C 2.938 1.492 0.081
H 0.069 0.311 2.511
H -0.962 1.830 2.223
H 2.105 0.194 1.536
H 1.339 0.019 -0.067
H 3.818 0.850 0.125
H 2.800 1.791 -0.958
H 3.126 2.390 0.666
*
```

***

#Q
# C7H15N

A single C7H15N molecule (ωB97M-V/def2-TZVPD, the OMol25 dataset).

E_HOMO, eV: -8.49
Orbital gap, hartree: 0.3529
SMILES: C=CCCCNCC
LUMO energy, eV: 1.12

```
! RIJCOSX wB97M-V def2-TZVPD def2/J DEFGRID3
* xyz 0 1
C 2.530 -0.180 1.828
C 1.415 -0.917 1.987
C 0.714 -1.783 0.948
C -0.629 -1.053 0.835
C -1.025 -1.032 -0.661
N -1.428 0.267 -1.073
C -0.296 1.275 -1.232
C -0.764 2.457 -1.966
H 2.734 0.606 2.603
H 3.161 -0.034 0.938
H 0.733 -0.924 2.888
H 0.537 -2.820 1.278
H 1.298 -1.770 0.060
H -0.806 -0.139 1.487
H -1.495 -1.710 1.243
H -1.943 -1.686 -0.819
H -0.362 -1.614 -1.207
H -2.113 0.687 -0.415
H 0.254 1.420 -0.285
H 0.436 0.694 -1.936
H -0.487 2.408 -3.099
H -1.933 2.450 -1.754
H -0.531 3.399 -1.647
*
```

***

#R
# C7H15N

A single C7H15N molecule (ωB97M-V/def2-TZVPD, the OMol25 dataset).

E_HOMO, eV: -7.62
Orbital gap, hartree: 0.3176
SMILES: CCC/C(C)=C(/C)N
LUMO energy, eV: 1.02

```
! RIJCOSX wB97M-V def2-TZVPD def2/J DEFGRID3
* xyz 0 1
C -1.664 -0.709 -2.662
C -1.276 -0.084 -1.368
C 0.290 -0.113 -1.128
C 0.549 0.444 0.257
C 0.972 1.863 0.316
C 0.419 -0.332 1.373
C 0.963 0.111 2.760
N 0.073 -1.680 1.472
H -2.030 -0.018 -3.392
H -0.685 -0.860 -3.350
H -2.207 -1.659 -2.478
H -1.754 -0.677 -0.542
H -1.528 0.981 -1.297
H 1.068 0.225 -1.909
H 0.667 -1.184 -1.067
H 1.985 2.336 0.607
H 0.365 2.431 1.007
H 0.938 2.412 -0.658
H 0.255 0.670 3.307
H 1.855 0.726 2.651
H 1.488 -0.740 3.273
H -0.057 -2.246 0.632
H -0.686 -1.897 2.195
*
```

***

Decreasing stability: #P, #R, #Q

***

#P
# C3H4S2

A single C3H4S2 molecule (ωB97M-V/def2-TZVPD, the OMol25 dataset).

E_HOMO (alpha / beta), eV: -9.50 / -7.51
Orbital gap (alpha / beta), hartree: 0.3485 / 0.2035
LUMO energy (alpha / beta), eV: -0.02 / -1.98

```
! RIJCOSX wB97M-V def2-TZVPD def2/J DEFGRID3
* xyz 0 1
C -0.394 -0.979 0.231
C -0.161 0.532 0.041
C 1.158 1.167 -0.016
S -1.934 -1.727 -0.356
S 0.706 1.096 -1.607
H 0.314 -1.574 -0.389
H -0.296 -1.368 1.277
H -1.028 1.093 0.169
H 1.635 1.759 0.649
*
```

***

#Q
# C3H4S2

A single C3H4S2 molecule (ωB97M-V/def2-TZVPD, the OMol25 dataset).

E_HOMO, eV: -7.64
Orbital gap, hartree: 0.3045
SMILES: CSC1=CS1
LUMO energy, eV: 0.64

```
! RIJCOSX wB97M-V def2-TZVPD def2/J DEFGRID3
* xyz 0 1
C 1.391 0.711 -0.019
S -0.258 1.375 -0.136
C -1.207 0.015 0.002
C -1.344 -1.246 0.085
S -2.981 -0.340 -0.014
H 1.297 0.060 0.758
H 2.279 1.463 0.274
H 1.589 0.131 -0.913
H -0.765 -2.169 -0.036
*
```

***

#R
# C3H4S2

A single C3H4S2 molecule (ωB97M-V/def2-TZVPD, the OMol25 dataset).

E_HOMO, eV: -8.84
Orbital gap, hartree: 0.2889
SMILES: CC(=S)C=S
LUMO energy, eV: -0.98

```
! RIJCOSX wB97M-V def2-TZVPD def2/J DEFGRID3
* xyz 0 1
C -0.509 1.062 -0.241
C -0.382 -0.421 0.027
S -1.417 -1.584 -0.294
C 0.962 -0.882 0.473
S 2.400 -0.939 -0.375
H -0.404 1.656 0.704
H 0.022 1.195 -1.199
H -1.549 1.103 -0.575
H 0.877 -1.190 1.481
*
```

***

#S
# C3H4S2

A molecular structure, C3H4S2 (ωB97M-V/def2-TZVPD, the OMol25 dataset).

E_HOMO, eV: -8.61
Orbital gap, hartree: 0.2852
LUMO energy, eV: -0.85

```
! RIJCOSX wB97M-V def2-TZVPD def2/J DEFGRID3
* xyz 0 1
C 0.982 -0.694 0.068
C 0.294 0.559 -0.366
C -1.167 -0.023 0.371
H 0.377 0.405 -1.671
H 0.794 1.765 0.014
H -2.483 0.456 -0.121
H -1.219 -0.011 1.727
S 2.749 -0.733 0.106
S -0.326 -1.725 -0.126
*
```

***

Decreasing stability: #R, #Q, #P, #S

***

#P
# C3H4S2

2 unconnected molecules or ions with the total composition C3H4S2 (ωB97M-V/def2-TZVPD, the OMol25 dataset).

E_HOMO (alpha / beta), eV: -8.22 / -7.95
Orbital gap (alpha / beta), hartree: 0.2843 / 0.2849
LUMO energy (alpha / beta), eV: -0.48 / -0.19

```
! RIJCOSX wB97M-V def2-TZVPD def2/J DEFGRID3
* xyz 0 1
C 0.279 0.342 -1.324
C 0.044 0.795 -0.156
C -0.169 -1.266 1.283
S 0.529 -2.286 0.294
S -0.731 -1.093 2.851
H 0.267 1.063 -2.176
H 0.553 -0.752 -1.371
H -0.197 1.800 0.167
H -0.634 -2.520 3.198
*
```

***

#Q
# C3H4S2

A single C3H4S2 molecule (ωB97M-V/def2-TZVPD, the OMol25 dataset).

E_HOMO, eV: -8.77
Orbital gap, hartree: 0.3484
SMILES: C1SC12CS2
LUMO energy, eV: 0.71

```
! RIJCOSX wB97M-V def2-TZVPD def2/J DEFGRID3
* xyz 0 1
C 1.088 -0.592 0.581
S 2.159 0.011 -0.761
C 0.674 0.717 -0.051
C -0.560 1.097 -0.760
S 0.242 2.401 0.227
H 1.545 -0.500 1.562
H 0.656 -1.633 0.364
H -0.560 1.183 -1.840
H -1.502 0.757 -0.345
*
```

***

Decreasing stability: #Q, #P

***

#P
# C3H5N2O2

A gas-phase ion, C3H5N2O2 (charge +1) (ωB97M-V/def2-TZVPD, the OMol25 dataset).

E_HOMO, eV: -15.00
Orbital gap, hartree: 0.3749
SMILES: [NH3+][C@@H]1C(=O)N2O[C@@H]12
LUMO energy, eV: -4.80

```
! RIJCOSX wB97M-V def2-TZVPD def2/J DEFGRID3
* xyz 1 1
N -1.380 -0.499 0.028
C -0.022 -0.147 -0.488
C 1.124 -0.661 0.508
O 1.395 -1.728 0.894
N 1.488 0.720 0.820
O 1.779 1.310 -0.516
C 0.547 1.273 -0.086
H -1.347 -1.530 -0.047
H -2.077 -0.129 -0.566
H -1.443 -0.393 1.008
H -0.083 -0.421 -1.584
H 0.018 2.204 0.030
*
```

***

#Q
# C3H5N2O2

A gas-phase ion, C3H5N2O2 (charge +1) (ωB97M-V/def2-TZVPD, the OMol25 dataset).

E_HOMO, eV: -15.43
Orbital gap, hartree: 0.4053
SMILES: [H]/N=C\OC=[N+]=CO
LUMO energy, eV: -4.40

```
! RIJCOSX wB97M-V def2-TZVPD def2/J DEFGRID3
* xyz 1 1
H 3.181 0.494 -1.241
N 2.954 0.921 -0.297
C 2.086 0.380 0.349
O 1.262 -0.838 -0.095
C 0.003 -1.074 -0.056
N -0.984 -0.387 0.168
C -2.103 0.170 0.421
O -2.829 0.712 -0.475
H 1.889 0.810 1.286
H -0.167 -2.062 -0.294
H -2.538 -0.051 1.334
H -2.288 0.593 -1.293
*
```

***

#R
# C3H5N2O2

A gas-phase ion, C3H5N2O2 (charge +1) (ωB97M-V/def2-TZVPD, the OMol25 dataset).

E_HOMO, eV: -14.26
Orbital gap, hartree: 0.3450
SMILES: [H]/N=C\OC=[N+]=CO
LUMO energy, eV: -4.87

```
! RIJCOSX wB97M-V def2-TZVPD def2/J DEFGRID3
* xyz 1 1
H -0.301 0.060 3.992
N -0.256 -0.547 3.230
C -0.309 -0.549 1.986
O -0.635 0.565 1.203
C -0.578 0.856 -0.080
N -0.007 0.249 -1.072
C 0.846 0.074 -1.978
O 0.770 -0.568 -3.083
H -0.210 -1.600 1.632
H -1.134 1.714 -0.363
H 1.871 0.551 -1.906
H -0.056 -0.807 -3.562
*
```

***

Decreasing stability: #Q, #R, #P

***

#P
# C2HClO2S

2 unconnected molecules or ions with the total composition C2HClO2S (ωB97M-V/def2-TZVPD, the OMol25 dataset).

E_HOMO (alpha / beta), eV: -8.84 / -8.84
Orbital gap (alpha / beta), hartree: 0.2768 / 0.2793
SMILES: O=C=CCl.O=S
LUMO energy (alpha / beta), eV: -1.31 / -1.23

```
! RIJCOSX wB97M-V def2-TZVPD def2/J DEFGRID3
* xyz 0 1
O 0.413 -1.197 -0.235
C -0.629 -0.676 -0.238
C -1.643 0.093 -0.431
Cl -1.058 1.773 0.016
H -2.686 0.060 -0.525
O 2.811 0.629 1.064
S 2.791 -0.682 0.350
*
```

***

#Q
# C2HClO2S

A single C2HClO2S molecule (ωB97M-V/def2-TZVPD, the OMol25 dataset).

E_HOMO (alpha / beta), eV: -9.52 / -9.52
Orbital gap (alpha / beta), hartree: 0.2813 / 0.2813
SMILES: C#S(=O)C(=O)Cl
LUMO energy (alpha / beta), eV: -1.87 / -1.87

```
! RIJCOSX wB97M-V def2-TZVPD def2/J DEFGRID3
* xyz 0 1
C -0.452 0.712 -0.093
S 1.127 1.023 -0.113
O 1.538 2.433 -0.257
C 3.236 0.280 0.097
O 4.048 1.073 0.379
Cl 3.381 -1.393 -0.135
H -0.702 -0.259 -0.209
*
```

***

Decreasing stability: #P, #Q

***

#P
# C2H5N2P

2 unconnected molecules or ions with the total composition C2H5N2P (ωB97M-V/def2-TZVPD, the OMol25 dataset).

E_HOMO, eV: -9.00
Orbital gap, hartree: 0.3110
LUMO energy, eV: -0.54

```
! RIJCOSX wB97M-V def2-TZVPD def2/J DEFGRID3
* xyz 0 1
C -0.322 0.229 -0.966
C -0.235 -0.815 0.109
N 0.381 1.413 -0.530
N 0.393 1.580 0.680
P -0.258 0.311 1.633
H 0.150 0.006 -1.909
H -1.416 0.390 -1.150
H -1.004 -1.584 0.100
H 0.675 -1.458 -0.084
H 1.635 -0.070 2.117
*
```

***

#Q
# C2H5N2P

A single C2H5N2P molecule (ωB97M-V/def2-TZVPD, the OMol25 dataset).

E_HOMO, eV: -8.70
Orbital gap, hartree: 0.3404
SMILES: C1CPN=N1
LUMO energy, eV: 0.56

```
! RIJCOSX wB97M-V def2-TZVPD def2/J DEFGRID3
* xyz 0 1
C -0.959 -0.024 -0.338
C 0.617 0.096 -0.282
P 1.095 -1.699 -0.131
N -0.456 -2.294 0.130
N -1.371 -1.509 0.189
H -1.310 0.606 0.505
H -1.400 0.220 -1.350
H 0.878 0.542 -1.321
H 0.776 0.727 0.609
H 1.568 -1.734 1.151
*
```

***

Decreasing stability: #Q, #P